Formula: C2H3N2OPS
Source: the OMol25 dataset
Level of theory: wB97M-V/def2-TZVPD

The calculation puts the gap between HOMO and LUMO (spin up / spin down) at 8.35 / 8.35 eV. The SMILES is O=[PH2]N=C=NC=S. The HOMO energy (spin up / spin down) is -9.11 / -9.11 eV.

Cartesian coordinates (Å):
O1 -2.54447 0.05438 0.03086
P1 -1.61564 -1.04639 0.21124
N1 -0.23740 -0.94631 -0.79420
C1 0.95264 -0.92031 -0.83928
N2 2.11684 -0.81118 -1.12209
C2 3.31649 -0.33394 -0.82726
S1 3.84671 -0.07381 0.73403
H1 -0.98402 -1.04616 1.33304
H2 -2.03191 -2.19974 -0.28046
H3 3.92298 -0.04757 -1.71221

Löwdin atomic charge list, values in e, 5 entries: O -0.38; P 0.64; N -0.01; C -0.25; N 0.04